--- A ---
ORCA calculation (the ωB97M-V functional and the def2-TZVPD basis) on an isolated ion of composition C5H12N2 and charge -1.

## Properties
Spin multiplicity   2
Total charge   -1
Gap between HOMO and LUMO (alpha / beta)   2.8 / 6.7 eV
⟨S²⟩   0.751
HOMO level (alpha / beta)   1.25 / -2.84 eV

Each atom is followed by the atoms it is bonded to, with distances in Å.
Element x y z (Å)
1 C 1.6986 0.8940 1.1990  C2 1.516, H8 1.095, H9 1.086, H10 1.084
2 C 1.6133 -0.3499 0.3371  C1 1.516, C3 1.536, H11 1.092, H12 1.096
3 C 0.8208 -0.1407 -0.9619  C2 1.536, C4 1.501, H13 1.101, H14 1.104
4 C -0.6586 0.0500 -0.7966  C3 1.501, C5 1.333, N7 1.415
5 C -1.4097 -1.0297 -0.5804  C4 1.333, N6 1.388, H15 1.088
6 N -2.3355 -1.2465 0.4311  C5 1.388, H16 1.007, H17 1.017
7 N -1.0499 1.3573 -0.4226  C4 1.415, H18 1.005, H19 1.011
8 H 2.3018 0.7029 2.0926  C1 1.095
9 H 2.1737 1.7036 0.6523  C1 1.086
10 H 0.6823 1.1406 1.4834  C1 1.084
11 H 2.5787 -0.7872 0.0746  C2 1.092
12 H 1.0879 -1.1493 0.8713  C2 1.096
13 H 0.9615 -0.9345 -1.7122  C3 1.101
14 H 1.2798 0.7472 -1.4317  C3 1.104
15 H -1.3082 -1.9307 -1.1821  C5 1.088
16 H -2.9094 -0.5051 0.7984  N6 1.007
17 H -2.8139 -2.1242 0.2454  N6 1.017
18 H -1.8829 1.6089 0.0792  N7 1.005
19 H -0.8304 1.9932 -1.1770  N7 1.011


--- B ---
ORCA calculation (the ωB97M-V functional and the def2-TZVPD basis) on an isolated ion of composition C5H12N2 and charge -1.

## Properties
Spin multiplicity   2
Total charge   -1
Gap between HOMO and LUMO (alpha / beta)   3.2 / 8.1 eV
⟨S²⟩   0.752
HOMO level (alpha / beta)   1.11 / -4.02 eV

Each atom is followed by the atoms it is bonded to, with distances in Å.
Element x y z (Å)
1 N -0.7138 -1.3098 -0.1257  C2 1.585, H8 1.078, H9 0.970
2 C 0.4114 -0.2123 0.0802  N1 1.585, C3 1.635, C6 1.595, H10 1.082
3 C -0.1988 1.3011 -0.0190  C2 1.635, C4 1.451, H11 1.142, H12 1.062
4 C -0.6831 1.6849 -1.3323  C3 1.451, C5 1.412, H13 1.156
5 C -1.6437 1.0483 -2.1482  C4 1.412, H14 1.157, H15 1.218
6 C 1.2772 -0.4062 1.4056  C2 1.595, N7 1.489, H16 1.117, H17 1.102
7 N 1.4865 -1.8330 1.7768  C6 1.489, H18 1.023, H19 1.061
8 H -1.5888 -0.9634 0.4005  N1 1.078
9 H -0.6167 -2.1907 0.2680  N1 0.970
10 H 1.0744 -0.3981 -0.7542  C2 1.082
11 H 0.6412 2.0176 0.2741  C3 1.142
12 H -0.9803 1.5108 0.6687  C3 1.062
13 H -0.3748 2.7251 -1.7300  C4 1.156
14 H -1.7686 -0.0853 -1.9519  C5 1.157
15 H -2.3496 1.5675 -2.9937  C5 1.218
16 H 0.9290 0.0383 2.3694  C6 1.117
17 H 2.2582 0.0789 1.2787  C6 1.102
18 H 0.6638 -2.3532 1.4625  N7 1.023
19 H 2.1766 -2.2205 1.0703  N7 1.061


It is B that is the least stable of them.


--- A ---
ORCA calculation (the ωB97M-V functional and the def2-TZVPD basis) on a 8-piece molecular cluster, H17O8 overall.

## Properties
Total charge   +1
Gap between HOMO and LUMO   10.8 eV
HOMO level   -14.39 eV

Each atom is followed by the atoms it is bonded to, with distances in Å.
Element x y z (Å)
1 O 0.2940 -0.1666 0.0230  H2 1.002, H3 1.098, H4 1.073
2 H 0.0720 0.8084 -0.0440  O1 1.002
3 H -0.5660 -0.7466 0.3830  O1 1.098
4 H 0.8950 -0.6786 -0.7040  O1 1.073
5 O -2.4230 -1.4506 2.5440  H6 0.996, H7 0.911
6 H -2.2060 -0.4806 2.4830  O5 0.996
7 H -3.2640 -1.4646 2.1940  O5 0.911
8 O 3.0120 1.4064 -0.5110  H9 0.984, H10 0.963
9 H 3.7140 2.0934 -0.5710  O8 0.984
10 H 2.7070 1.3414 -1.4220  O8 0.963
11 O -0.1900 2.2194 -0.6190  H12 1.057, H13 0.958
12 H -0.6420 1.5564 -1.3070  O11 1.057
13 H 0.7210 2.3064 -0.9010  O11 0.958
14 O -1.1770 0.0974 -2.0100  H15 0.958, H16 1.093
15 H -1.3010 -0.3146 -2.8660  O14 0.958
16 H -1.9070 -0.2936 -1.2960  O14 1.093
17 O 0.1460 1.8754 2.3440  H18 0.942, H19 0.899
18 H -0.7550 1.9604 2.0840  O17 0.942
19 H 0.4420 2.6254 2.7410  O17 0.899
20 O -1.1620 -2.5796 0.3320  H21 0.967, H22 0.978
21 H -0.7910 -3.4706 0.3990  O20 0.967
22 H -1.6680 -2.3446 1.1350  O20 0.978
23 O 2.0080 -1.0876 -1.3080  H24 1.002, H25 0.938
24 H 2.3010 -1.9606 -0.9120  O23 1.002
25 H 1.7410 -1.2516 -2.1920  O23 0.938


--- B ---
ORCA calculation (the ωB97M-V functional and the def2-TZVPD basis) on a 8-piece molecular cluster, H17O8 overall.

## Properties
Total charge   +1
Gap between HOMO and LUMO   10.8 eV
HOMO level   -13.87 eV

Each atom is followed by the atoms it is bonded to, with distances in Å.
Element x y z (Å)
1 O 0.3108 -0.1426 0.6447  H2 1.004, H3 0.974, H4 0.962
2 H 0.5011 -0.5435 -0.2563  O1 1.004
3 H 0.9503 0.5802 0.7745  O1 0.974
4 H -0.5391 0.2529 0.8627  O1 0.962
5 O 3.5602 0.3757 1.3407  H6 0.964, H7 0.935
6 H 3.6711 -0.4880 0.9278  O5 0.964
7 H 3.4010 0.2083 2.2467  O5 0.935
8 O 0.9608 -1.1212 -1.7919  H9 0.869, H10 0.983
9 H 1.4265 -0.5831 -2.2899  O8 0.869
10 H 1.2069 -2.0534 -1.9836  O8 0.983
11 O -1.8293 -1.5938 1.2045  H12 0.943, H13 0.978
12 H -2.2237 -2.3169 0.7457  O11 0.943
13 H -2.4647 -1.0805 1.7426  O11 0.978
14 O 1.7887 2.3666 0.5599  H15 1.100, H16 0.968
15 H 2.7996 1.9453 0.6635  O14 1.100
16 H 1.5030 3.0012 1.2323  O14 0.968
17 O -1.8577 0.2611 -1.0655  H18 1.024, H19 0.999
18 H -1.8506 -0.1661 -1.9958  O17 1.024
19 H -2.8260 0.4986 -1.0038  O17 0.999
20 O -1.3918 1.2603 2.1832  H21 0.958, H22 0.920
21 H -1.1803 1.1130 3.1054  O20 0.958
22 H -2.1632 1.7059 1.9526  O20 0.920
23 O -1.2997 -0.7740 -3.4292  H24 0.995, H25 0.887
24 H -1.8317 -1.6148 -3.4186  O23 0.995
25 H -0.6222 -1.0912 -2.9522  O23 0.887


It is A that is the least stable of them.